# 1
# C30H32NO6

A 2-piece molecular cluster, C30H32NO6 overall (ωB97M-V/def2-TZVPD, the Open Molecules 2025 dataset).

The geometry in XYZ format:
```
69
Properties=species:S:1:pos:R:3:forces:R:3
C -2.537031 -2.404013 4.074449 -0.185 0.074 -0.030
C -1.154148 -2.920947 3.757756 0.266 0.530 -0.136
O -0.302456 -1.778247 3.563982 -1.609 -0.910 0.462
C 0.978372 -2.120585 3.278261 2.296 2.256 -0.966
C 1.760930 -0.895003 3.056911 1.285 -3.028 0.593
C 1.141712 0.402690 3.271533 -0.284 0.961 0.372
C 3.177160 -0.965206 3.392034 -2.501 1.127 -0.954
O 3.873241 0.032038 3.606000 0.670 -0.252 0.192
O 3.659307 -2.215942 3.448367 1.781 -0.326 0.430
C 5.029210 -2.278540 3.886454 -0.615 -0.011 -0.212
C 5.426582 -3.721790 3.742484 0.111 -0.319 -0.025
O 1.345679 -3.280415 3.213245 -0.621 -0.779 0.135
H -3.207619 -3.253876 4.219094 -0.096 0.034 0.008
H -2.550048 -1.797064 4.988074 0.084 -0.099 -0.179
H -2.921184 -1.794778 3.247433 0.059 -0.081 0.159
H -0.762889 -3.540662 4.577655 -0.060 0.066 -0.314
H -1.147775 -3.500830 2.825182 -0.044 -0.108 0.326
H 1.936869 1.144260 3.189639 -0.220 0.215 0.064
H 0.342252 0.639968 2.568602 -0.157 0.033 -0.008
H 0.739145 0.409906 4.292694 -0.282 0.603 -0.005
H 5.648736 -1.623596 3.257406 -0.120 -0.088 0.304
H 5.092698 -1.950814 4.935910 0.075 0.061 -0.313
H 6.454670 -3.859920 4.076336 0.119 -0.077 0.025
H 4.774519 -4.374442 4.330759 0.046 0.119 -0.060
H 5.354601 -4.031788 2.696854 -0.001 0.008 0.071
C 3.410588 -3.760052 -2.269054 0.170 0.237 -0.468
C 2.392841 -2.903005 -1.857671 -0.127 -0.060 0.236
C 2.089359 -1.802194 -2.641094 0.373 -0.222 -0.543
C 2.784035 -1.561802 -3.835610 -0.065 -0.261 0.295
C 3.787467 -2.416881 -4.262200 0.158 -0.001 -0.072
C 4.108498 -3.516511 -3.470592 -0.343 0.039 0.412
C 2.241787 -0.350797 -4.511627 -0.515 0.366 -0.157
O 2.561404 0.110161 -5.594887 -0.054 -0.356 0.678
C 1.173427 0.171823 -3.592359 -0.079 0.203 -0.140
C 0.365124 1.196951 -3.936732 0.166 -0.128 -0.757
C -0.648296 1.837087 -3.145359 -0.904 0.956 0.474
C -0.454786 2.115447 -1.777085 -0.366 -0.528 -0.552
C -1.505652 2.510905 -0.975717 -0.334 0.199 -0.526
C -2.787206 2.766601 -1.546035 1.045 -0.292 -0.555
N -3.818324 3.171640 -0.747612 -0.931 0.011 0.549
C -3.552514 3.630435 0.601871 0.171 0.060 -0.052
C -2.553123 2.726000 1.298213 -0.113 -0.072 0.089
C -1.265884 2.651939 0.492422 0.393 0.198 0.555
C -5.015427 3.746221 -1.330659 0.220 0.009 -0.037
C -5.444087 2.968943 -2.559953 -0.027 -0.080 0.058
C -4.299783 2.922733 -3.569803 -0.419 0.298 -0.468
C -2.968587 2.625543 -2.947990 0.677 -0.008 0.367
C -1.890223 2.222860 -3.728141 0.667 -0.533 0.630
C 1.038242 -0.765488 -2.432739 -0.709 0.518 0.975
O 0.214226 -0.735345 -1.525721 1.059 -0.174 -1.156
H 3.673023 -4.621992 -1.662356 -0.046 0.140 -0.067
H 1.832728 -3.064299 -0.940827 0.154 -0.049 -0.035
H 4.302881 -2.208970 -5.197226 -0.045 -0.086 0.158
H 4.901639 -4.194106 -3.774217 -0.116 0.086 0.030
H 0.434131 1.536875 -4.976311 0.212 -0.076 0.164
H 0.540315 2.000670 -1.342829 -0.349 -0.243 -0.036
H -3.165197 4.665295 0.564752 -0.023 -0.075 0.125
H -4.510068 3.656175 1.134415 0.173 -0.020 -0.024
H -2.362243 3.114885 2.301649 0.045 -0.116 -0.053
H -2.974474 1.719150 1.407819 -0.029 0.178 -0.032
H -0.656808 1.807043 0.839362 -0.110 0.207 -0.051
H -0.665171 3.556689 0.670632 -0.095 -0.130 0.022
H -5.793411 3.737887 -0.558156 0.076 -0.021 -0.179
H -4.831621 4.803968 -1.596098 -0.091 -0.077 -0.032
H -5.732746 1.950349 -2.273039 0.082 0.150 0.055
H -6.327406 3.450682 -2.990010 0.085 -0.098 -0.057
H -4.526720 2.176919 -4.338024 0.066 0.053 0.030
H -4.256175 3.890021 -4.091518 0.026 -0.103 0.059
H -1.998292 2.139114 -4.808982 -0.128 -0.108 0.147
```
Positions in Å, forces in eV/Å.

For the total energy, the calculation gives -1668.63813 a.u. As for the LUMO energy: 0.05166 Ha. As for the total charge: -1. The HOMO energy is -2.75 eV.


# 2
# C6H10N3O4

C6H10N3O4 as an isolated structure (ωB97M-V/def2-TZVPD, the Open Molecules 2025 dataset).

The geometry in XYZ format:
```
23
Properties=species:S:1:pos:R:3:forces:R:3
C 0.618972 0.062770 -0.001943 -0.149 3.919 -5.012
C -0.611919 -0.286631 2.042664 0.316 0.146 0.672
C 2.161383 -0.553111 -1.674332 2.120 -2.209 0.858
C -0.993067 0.467405 -2.762599 -0.080 -1.124 -1.416
C 1.247363 0.343729 -2.389849 -2.245 -0.222 -1.292
C -1.782721 -0.053020 4.094577 0.175 -0.969 -0.420
N 0.642180 1.269913 -1.414420 0.252 -2.084 2.759
N 1.523958 -0.776403 -0.350864 -0.650 -1.756 1.918
N -0.307087 0.455581 0.822809 0.998 -3.547 2.237
O -0.043450 -1.298547 2.342971 -0.058 0.379 -0.676
O 0.099294 -0.464345 -2.821423 0.654 2.143 0.475
O -0.688082 1.476037 -1.787981 1.329 -0.656 0.421
O -1.509714 0.383356 2.730707 0.219 0.735 0.058
H 2.411922 -1.604964 -2.112353 -0.883 2.108 0.323
H 3.132151 -0.082870 -1.470628 -0.198 0.021 -0.203
H -1.070731 1.070118 -3.731429 -0.459 -1.262 1.097
H -1.810733 -0.219541 -2.428224 0.036 1.305 -0.624
H 1.712949 0.887488 -3.238651 -0.302 -0.192 0.522
H -2.093922 0.707332 4.782897 0.005 0.937 -0.447
H -0.962630 -0.598422 4.497387 1.061 -0.036 0.168
H -2.533202 -0.788195 4.014721 -1.243 -0.682 -0.065
H 1.669801 -1.672275 0.176788 -0.010 1.220 -0.537
H -0.812716 1.274594 0.679173 -0.890 1.827 -0.814
```
Positions in Å, forces in eV/Å.

For the total energy, the calculation gives -699.50143 a.u. As for the LUMO energy: -0.12473 Ha. As for the total charge: +1. The HOMO energy is -13.98 eV. The energy above the lowest of the compared OMol25 structures with the same formula, charge and spin is 244.9 kJ/mol.


# 3
# C24H48Cl2IN2O8

A 3-piece molecular cluster, C24H48Cl2IN2O8 overall (ωB97M-V/def2-TZVPD, the Open Molecules 2025 dataset).

The geometry in XYZ format:
```
85
Properties=species:S:1:pos:R:3:forces:R:3
C 5.443406 -1.248975 0.358810 0.038 0.055 -0.067
C 4.214088 -0.812517 1.153173 -0.448 -0.034 0.054
Cl 3.957012 0.961245 1.050962 0.465 0.244 0.109
C 2.849500 -1.389260 0.744928 0.004 -0.088 0.149
Cl 2.556053 -1.130471 -1.008870 -0.004 -0.002 -0.025
C 2.481709 -2.802837 1.226574 0.392 0.033 -0.012
C 1.091744 -3.189400 0.709597 -0.039 -0.002 0.017
C -0.098747 -2.342162 1.146307 0.080 -0.126 0.093
C -1.292487 -2.403583 0.198857 -0.547 -0.289 -0.134
O -1.263572 -1.294852 -0.696723 0.803 0.216 0.273
C -0.919404 -1.544272 -1.986486 0.017 0.184 -0.045
O -1.361273 -2.440861 -2.625392 0.028 -0.658 -0.193
N 0.947876 -4.625284 1.199551 0.140 -0.200 -0.089
C 2.353673 -5.160501 1.455971 0.061 -0.055 0.358
C 3.312255 -4.078050 0.926650 -0.250 -0.233 -0.012
I 5.014588 -4.269722 2.243260 0.080 0.117 -0.033
C 3.604774 -4.337178 -0.568153 0.018 0.017 -0.087
C 4.954012 -4.893968 -0.947546 0.000 0.115 0.193
N 5.005597 -5.885154 -1.719037 0.064 -0.249 -0.092
H 5.889290 -0.393709 -0.146648 -0.075 -0.061 -0.031
H 6.202391 -1.673207 1.014464 -0.074 0.018 -0.022
H 5.187822 -1.984248 -0.407850 0.018 0.058 0.079
H 4.322386 -1.001795 2.223857 0.095 -0.101 -0.106
H 2.116288 -0.744895 1.232420 0.028 0.008 -0.087
H 2.478253 -2.714884 2.323671 -0.270 0.037 -0.080
H 1.150202 -3.278461 -0.378911 -0.079 0.139 0.077
H -0.417010 -2.668235 2.145745 0.081 0.188 -0.001
H 0.208803 -1.297767 1.235633 -0.142 -0.031 0.101
H -1.310082 -3.331993 -0.386777 -0.047 0.071 0.034
H -2.229212 -2.364426 0.755488 0.080 0.143 -0.018
H -0.177644 -0.831739 -2.369609 -0.297 0.263 0.096
H 0.422102 -5.192994 0.533672 0.056 0.024 0.029
H 0.441351 -4.648451 2.085691 -0.123 0.080 -0.155
H 2.433836 -5.261506 2.536810 -0.023 -0.014 -0.057
H 2.494660 -6.143443 1.008680 -0.063 0.124 -0.106
H 3.454402 -3.420986 -1.142948 0.065 -0.035 0.086
H 2.888230 -5.074120 -0.949581 0.009 0.160 -0.040
H 5.837297 -4.383848 -0.551210 -0.049 0.051 -0.085
H 5.967792 -6.139406 -1.942192 -0.043 0.003 -0.001
C -2.672550 1.313747 -2.050776 -0.021 -0.023 -0.104
O -2.841569 2.076683 -3.215935 0.004 0.155 0.102
C -4.185029 2.114630 -3.670346 0.003 -0.072 -0.025
C -4.456072 3.379794 -4.450916 -0.040 -0.038 -0.083
O -4.607548 4.533716 -3.644185 -0.033 -0.014 0.027
C -3.434183 5.132860 -3.122469 0.035 0.066 0.068
C -2.640042 5.926831 -4.133770 0.084 0.033 0.007
O -1.898741 5.069618 -4.981552 -0.160 -0.069 -0.056
C -1.610082 5.652044 -6.232411 0.100 0.019 0.018
H -2.904701 0.255275 -2.224063 -0.028 0.014 0.023
H -1.629943 1.413053 -1.749081 0.000 -0.048 -0.005
H -3.307560 1.676334 -1.232983 -0.009 -0.010 -0.002
H -4.875302 2.061735 -2.819512 0.007 0.031 0.004
H -4.374811 1.251088 -4.322263 -0.034 -0.026 0.042
H -5.422636 3.251992 -4.943010 0.020 0.013 -0.032
H -3.694854 3.521656 -5.221458 0.047 -0.010 0.072
H -2.791489 4.398815 -2.629614 0.011 -0.014 -0.079
H -3.793266 5.836209 -2.368122 0.010 -0.024 0.020
H -1.953552 6.593170 -3.592382 -0.024 0.055 -0.036
H -3.325963 6.548153 -4.722369 -0.018 -0.019 0.005
H -2.526421 5.958994 -6.748845 -0.003 0.002 0.005
H -1.100921 4.899811 -6.831620 0.013 0.008 0.005
H -0.956525 6.526225 -6.131317 -0.012 0.008 0.006
C 0.582469 2.183241 0.695716 0.069 -0.212 -0.137
O 0.373771 1.536091 1.934813 -0.078 -0.086 -0.030
C 0.920601 2.239233 3.039282 0.042 0.020 0.030
C 0.186207 1.878787 4.310024 0.120 0.010 0.044
O -1.098639 2.458914 4.417492 -0.047 -0.033 -0.022
C -2.143934 1.859775 3.669647 -0.059 0.023 -0.019
C -2.679854 0.581175 4.271354 -0.102 0.025 -0.016
O -1.802533 -0.515805 4.041944 0.140 -0.002 0.032
C -1.947835 -1.526859 5.012342 -0.082 -0.029 -0.052
H 1.640531 2.166221 0.422952 -0.016 0.134 -0.063
H 0.021909 1.618326 -0.048759 0.007 0.018 -0.028
H 0.222796 3.216608 0.696267 -0.016 -0.013 0.116
H 0.847406 3.319461 2.870092 -0.030 -0.008 0.017
H 1.982160 1.983036 3.160857 0.009 0.051 -0.048
H 0.760366 2.291810 5.142296 -0.023 -0.029 0.018
H 0.143261 0.792503 4.429619 -0.001 0.009 -0.060
H -1.854524 1.701298 2.628434 0.030 -0.048 0.033
H -2.957232 2.587569 3.691616 0.008 -0.001 -0.033
H -3.657129 0.366222 3.819127 -0.017 -0.020 0.057
H -2.824830 0.725890 5.348135 0.026 0.003 -0.009
H -1.782205 -1.138432 6.022808 0.010 -0.014 -0.010
H -1.199279 -2.291706 4.804421 0.017 -0.021 0.016
H -2.941682 -1.987877 4.975682 -0.009 0.013 0.009
```
Positions in Å, forces in eV/Å.

For the total energy, the calculation gives -2872.40161 a.u. As for the LUMO energy: -0.12096 Ha. As for the total charge: +1. The HOMO energy is -10.56 eV.


# 4
# C24H33FN5O7Pt

C24H33FN5O7Pt as an isolated structure (ωB97M-V/def2-TZVPD, the Open Molecules 2025 dataset).

The geometry in XYZ format:
```
71
Properties=species:S:1:pos:R:3:forces:R:3
Pt -1.734482 -2.543615 -1.659207 -0.369 2.104 0.326
F -1.925732 -0.321325 -1.303357 -0.271 -0.294 -0.260
O -0.714912 -2.515855 0.146013 1.727 -0.083 2.804
C -0.361402 -2.779205 1.332893 -1.014 1.402 -1.003
N -0.245402 -3.999005 1.781303 0.174 -0.873 -0.135
C -0.168322 -1.710075 2.387243 -0.341 0.879 -1.687
H -0.442912 -4.728535 1.111323 0.321 -0.429 0.533
H 0.151538 -4.088845 2.705673 -0.201 -0.747 -0.318
H 0.392698 -1.963595 3.286733 -0.020 -0.093 -0.314
H -1.153542 -1.306445 2.620783 -0.186 -0.303 0.297
H 0.257518 -0.896425 1.800113 0.656 0.232 0.449
O -3.329992 -2.330865 -3.000487 0.042 -2.726 -0.484
C -4.028132 -1.622905 -3.715857 0.843 -0.158 0.381
N -4.017842 -0.347305 -3.399957 -1.641 1.377 -1.313
C -4.698442 -2.156825 -4.957937 0.185 0.947 -0.143
H -4.614772 0.270005 -3.931657 0.245 0.263 0.346
H -3.531262 -0.039265 -2.570227 0.334 0.032 0.215
H -5.128532 -1.290985 -5.461357 -0.258 -0.266 -0.272
H -5.439562 -2.948705 -4.849467 0.122 0.194 0.496
H -3.897332 -2.546005 -5.586307 0.008 -0.020 0.006
O -3.393552 -2.934485 -0.241457 1.195 -2.918 -0.670
C -4.298612 -2.204445 0.081943 -2.001 1.317 1.801
N -4.108392 -0.917705 0.223813 -0.300 1.884 -0.298
C -5.687202 -2.675465 0.480653 0.251 -0.698 -0.710
H -3.236892 -0.512685 -0.086917 0.423 0.005 -0.250
H -4.873862 -0.259045 0.205723 -0.001 -0.073 0.463
H -6.334852 -2.343125 -0.330647 -0.261 -0.261 -0.074
H -6.114972 -2.275185 1.399833 0.520 0.168 0.009
H -5.659012 -3.764135 0.526543 -0.259 0.089 -0.067
O -0.133702 -1.699905 -2.962387 -0.368 -3.361 0.787
C 0.432338 -0.747825 -3.435037 0.128 1.409 -1.520
N -0.056322 0.464085 -3.280247 0.332 1.450 -0.330
C 1.570558 -0.866215 -4.425717 -0.237 -0.729 1.085
H -0.876622 0.609805 -2.709317 0.153 -0.027 0.394
H 0.525028 1.221575 -3.609397 -0.464 0.163 0.259
H 1.529378 -1.895355 -4.782457 -0.013 0.243 -0.457
H 2.501488 -0.806535 -3.861877 0.186 0.438 -0.215
H 1.431148 -0.097855 -5.186167 0.474 -0.285 -0.061
O -3.836542 2.115525 0.430993 0.782 -0.285 0.377
C -2.758942 2.332905 1.014913 -3.110 4.059 0.810
N -1.655742 1.762085 0.702853 2.073 -2.332 -1.234
C -2.662442 3.512925 2.019203 -0.700 -1.380 -0.229
H -1.839562 1.148295 -0.077907 0.916 -0.831 -0.118
H -0.872912 1.597025 1.319313 -0.009 0.425 -0.211
H -3.323202 4.308685 1.675313 0.095 -0.125 0.025
H -1.656572 3.885145 2.213573 -0.083 -0.230 -0.015
H -3.115042 3.043575 2.892683 0.102 0.573 0.553
C 1.545958 0.219075 -0.293397 -1.146 3.636 1.987
C 2.512748 -0.769805 -0.398277 -2.665 -0.283 -2.154
C 3.777678 -0.461995 -0.162287 2.349 -1.120 0.922
C 4.097288 0.621935 0.639133 0.112 2.467 -0.052
C 3.138628 1.626935 0.881173 -1.007 1.910 0.747
C 1.835888 1.482775 0.332233 0.983 -2.923 0.022
C 3.384178 2.867225 1.781293 2.174 -4.328 -0.957
O 2.488478 3.635185 1.962913 -2.478 2.759 0.605
C 4.639288 2.812745 2.553023 0.586 0.537 1.621
C 4.825758 3.580575 3.781843 -0.247 -0.001 -1.334
C 5.944408 3.473365 4.579783 -0.117 0.027 -1.096
C 6.984918 2.592675 4.198573 -1.611 -0.189 0.334
C 6.761088 1.751695 3.126303 0.951 0.525 -0.419
C 5.651438 1.885655 2.247933 -1.218 -0.784 -0.582
C 5.418508 0.888075 1.120263 1.028 0.205 2.075
O 6.351088 0.157675 0.814473 1.536 -1.073 -0.821
H 0.499278 0.170805 -0.555147 -0.087 -0.916 -0.364
H 2.208058 -1.662865 -0.923627 0.232 -0.399 -0.048
H 4.530018 -1.170385 -0.476227 0.418 0.076 0.316
H 1.045108 2.167205 0.601713 0.174 0.374 -0.408
H 4.071988 4.324835 3.992343 -0.214 -0.043 0.204
H 6.082538 4.099505 5.448833 -0.195 0.083 0.103
H 7.796148 2.528155 4.908613 0.445 -0.376 -0.398
H 7.545348 1.043085 2.904453 -0.181 -0.291 -0.326
```
Positions in Å, forces in eV/Å.

For the total energy, the calculation gives -1953.91530 a.u. As for the LUMO energy (alpha / beta): -0.01831 / -0.07636 Ha. The HOMO energy (alpha / beta) is -3.69 / -7.16 eV. Its spin multiplicity is 4.